No. 1
16
Properties=species:S:1:pos:R:3:forces:R:3:mulliken_charge:R:1 method="wB97M-V/def2-TZVPD" energy_ev=-7390.9053 lumo_energy_ev=0.8841 largest_force_ev_per_a=2.310 e_homo_ha=-0.3423 mol_weight_g_mol=86.13 relative_energy_kcal_mol=89.0
C 1.654849 -0.343408 -0.081392 -0.276 -0.019 0.124 -1.248
C 0.409695 0.534894 0.334591 -0.717 -0.341 -0.012 0.531
C 0.221706 1.689394 -0.731542 -0.107 -0.170 0.345 -1.296
C -0.777799 -0.465252 0.149441 -0.849 -0.811 -0.913 -0.430
C -1.653942 -1.474661 0.839406 1.218 0.288 0.339 -0.165
O -2.520829 -0.750511 0.069777 0.306 1.952 0.788 -0.505
H 1.831154 -1.147092 0.641108 -0.052 0.167 -0.027 0.344
H 2.576794 0.256904 -0.147324 -0.465 0.055 0.199 0.371
H 1.547367 -0.828224 -1.064145 -0.298 0.276 0.249 0.321
H 0.531708 0.775775 1.408362 0.026 0.678 -0.733 0.308
H 1.045112 2.415563 -0.801542 -0.130 -0.312 0.485 0.360
H -0.714759 2.236667 -0.574520 0.232 -0.038 0.206 0.341
H 0.136402 1.291210 -1.764620 0.086 -0.275 0.689 0.328
H -0.909392 -0.413310 -0.889258 0.568 -1.533 -1.632 0.305
H -1.624567 -2.568945 0.712935 0.306 0.354 -0.281 0.241
H -1.753500 -1.209004 1.898724 0.153 -0.272 0.173 0.193

No. 2
55
Properties=species:S:1:pos:R:3:forces:R:3:mulliken_charge:R:1 method="wB97M-V/def2-TZVPD" energy_ev=-39968.0632 lumo_energy_ev=-0.3145 largest_force_ev_per_a=0.993 e_homo_ha=-0.3172 mol_weight_g_mol=433.46 relative_energy_kcal_mol=54.8
C 4.031423 6.067824 -1.764385 0.046 0.048 -0.011 -0.737
C 3.394376 5.210248 -2.538142 -0.205 -0.196 -0.025 -0.032
C 1.918834 4.939449 -2.465805 -0.033 0.397 -0.004 -0.601
O 1.577440 3.603448 -2.788269 -0.023 -0.157 -0.105 -0.435
C 1.926857 2.605434 -1.945224 0.021 -0.439 0.143 0.960
C 2.622423 2.765945 -0.748795 -0.067 0.343 -0.124 -0.247
C 2.905304 1.666225 0.035195 -0.088 -0.308 -0.010 -1.248
C 2.489806 0.388227 -0.334362 0.274 0.272 -0.040 -0.088
C 2.758455 -0.725664 0.575937 -0.243 -0.433 0.107 0.324
O 3.899962 -0.651359 1.242772 0.014 0.027 0.085 -0.610
C 1.883150 -1.753050 0.823837 0.260 -0.116 0.024 -0.441
C 2.127256 -2.683626 1.890921 0.566 0.514 -0.290 0.563
O 3.157090 -2.776703 2.554044 -0.223 -0.134 0.079 -0.793
C 0.843884 -3.469123 2.093225 -0.365 -0.349 0.113 0.390
O 0.603738 -4.331416 2.907555 0.116 -0.057 0.159 -0.661
N -0.028177 -3.000891 1.166843 0.202 0.020 -0.039 0.242
C -1.402172 -3.428713 1.099724 -0.125 -0.040 0.263 -1.242
C -2.238079 -2.794909 2.218057 -0.136 -0.168 -0.173 0.036
C -3.739795 -2.982937 1.985946 0.480 -0.081 0.524 -1.167
N -4.190566 -2.223847 0.850200 -0.230 0.159 -0.263 0.354
C -4.358803 -2.675416 -0.428853 -0.061 -0.117 -0.303 -0.101
C -4.709520 -1.585638 -1.172300 0.082 -0.261 -0.065 -0.782
N -4.753085 -0.481390 -0.383175 -0.140 0.588 -0.015 -0.553
C -4.436263 -0.892922 0.812545 -0.045 0.035 0.119 -0.237
C 0.493779 -1.966462 0.285970 0.014 0.483 -0.059 0.475
C -0.346650 -0.727314 0.301716 -0.554 -0.246 -0.787 0.901
C -1.308124 -0.285024 -0.559177 0.499 -0.367 0.435 -0.290
C -1.779415 0.940758 -0.031667 0.208 0.241 0.477 -0.947
C -1.070506 1.148915 1.108778 -0.611 0.417 -0.462 -0.975
O -0.201945 0.145315 1.322450 0.370 -0.348 0.281 -0.394
C 1.816699 0.229551 -1.547449 0.204 0.072 0.167 -0.058
C 1.545041 1.318759 -2.340394 0.022 0.279 -0.086 -0.735
H 5.086145 6.251585 -1.869521 0.203 0.032 -0.082 0.281
H 3.521418 6.630391 -0.998900 -0.150 0.065 0.187 0.264
H 3.914603 4.650597 -3.303454 0.140 -0.034 -0.110 0.289
H 1.512611 5.219545 -1.485295 0.021 -0.025 -0.088 0.389
H 1.405980 5.531411 -3.233194 0.040 -0.092 0.185 0.284
H 2.954877 3.739797 -0.428208 0.007 0.061 0.012 0.323
H 3.442155 1.793078 0.962470 0.056 0.028 0.074 0.455
H 3.944004 -1.410827 1.888680 -0.159 0.038 -0.155 0.452
H -1.795351 -3.143424 0.120957 0.039 -0.058 0.052 0.415
H -1.425240 -4.518358 1.200902 -0.046 0.062 -0.083 0.458
H -2.019707 -1.726253 2.269254 0.009 0.023 0.023 0.089
H -1.954069 -3.246555 3.168665 0.027 0.021 0.033 0.464
H -3.964720 -4.038724 1.814567 -0.101 0.100 0.036 0.352
H -4.289435 -2.647533 2.870319 -0.004 -0.130 -0.120 0.408
H -4.238507 -3.707594 -0.688109 0.029 -0.220 -0.018 0.462
H -4.935469 -1.526395 -2.218019 -0.047 -0.096 -0.224 0.438
H -4.379358 -0.266000 1.680143 0.066 0.071 0.277 0.435
H 0.496647 -2.360268 -0.742225 -0.067 0.139 0.132 0.160
H -1.644204 -0.764808 -1.455222 -0.037 -0.195 -0.216 0.659
H -2.551271 1.555709 -0.443473 -0.183 0.197 -0.028 0.509
H -1.087259 1.938998 1.832707 0.074 0.077 0.152 0.628
H 1.542686 -0.754776 -1.889204 -0.077 -0.119 -0.038 0.462
H 1.031047 1.206711 -3.281559 -0.068 -0.022 -0.117 0.456

No. 3
81
Properties=species:S:1:pos:R:3:forces:R:3:mulliken_charge:R:1 method="wB97M-V/def2-TZVPD" energy_ev=-87972.4106 lumo_energy_ev=-1.8955 largest_force_ev_per_a=1.287 e_homo_ha=-0.3100 mol_weight_g_mol=933.40
C -1.412792 3.604473 5.112512 -0.149 0.122 0.313 -0.983
C -1.924902 2.628583 5.864723 0.438 0.014 -0.585 -0.685
C -1.718513 1.117110 5.768938 0.395 0.188 0.994 1.069
C -2.754237 0.599230 4.788532 -0.180 -0.305 0.182 -1.085
C -4.193778 0.663789 5.301566 -0.104 0.345 -0.430 -0.409
F -4.741121 -0.606638 5.292012 -0.040 -0.262 0.259 -0.355
O -1.955425 0.685685 7.160401 0.207 0.275 -0.108 -0.495
C -0.816806 1.104542 7.816844 0.001 -0.174 0.283 0.336
O -0.739781 1.270058 8.985613 -0.003 0.153 -0.242 -0.529
O 0.187135 1.272274 6.907793 -0.150 -0.468 0.189 -0.329
C -0.272961 0.586984 5.700898 0.454 0.560 0.302 1.212
P -0.079471 -1.247741 6.227389 0.605 -0.524 0.064 0.350
N 0.969293 -1.434134 7.363018 -0.304 -0.074 0.039 -0.683
C 0.618682 0.997410 4.536643 -0.265 -0.843 -0.082 -1.553
I 2.677678 0.491976 4.867342 0.259 0.524 0.430 0.231
C 0.141269 0.462409 3.159255 0.823 0.847 -0.150 0.016
C 0.410392 1.552381 2.101741 -0.007 -0.581 -0.110 -1.357
I 1.096507 -1.306855 2.392508 -0.582 0.122 0.342 0.347
H -2.041842 4.448340 4.848636 0.518 0.506 0.986 0.376
H -0.378796 3.647555 4.798265 -0.250 -0.541 -1.040 0.375
H -2.614876 2.899156 6.660700 -1.030 -0.214 -0.741 0.446
H -2.563618 -0.429669 4.475520 0.019 -0.090 0.179 0.480
H -2.678516 1.221698 3.899788 0.132 -0.008 -0.048 0.512
H -4.277671 1.094987 6.295576 0.066 -0.218 0.173 0.287
H -4.808709 1.259372 4.628533 -0.013 0.083 -0.031 0.296
H 0.220970 -1.959704 5.057077 -0.433 0.164 -0.269 -0.028
H -1.364376 -1.647085 6.612461 -0.228 0.165 -0.361 0.111
H 1.731346 -2.031674 7.071330 0.191 0.156 0.103 0.269
H 0.647657 2.076218 4.489265 0.004 0.045 0.066 0.476
H -0.909638 0.204586 3.152904 -0.043 -0.028 0.229 0.224
H 1.430379 1.453786 1.735637 0.096 0.241 0.086 0.439
H -0.239341 1.388191 1.243957 -0.052 0.156 -0.038 0.393
H 0.271421 2.551404 2.512229 -0.198 0.051 -0.077 0.358
C -0.181853 -2.781016 -2.237818 -0.044 -0.021 -0.012 -0.329
C -0.328212 -3.544366 -3.316124 -0.021 -0.007 0.011 -0.265
C -0.009046 -4.992675 -3.278476 0.004 0.101 -0.013 0.487
O -0.137387 -5.687822 -4.265808 -0.003 -0.091 0.149 -0.609
C 0.477708 -5.561293 -1.997024 0.002 -0.007 0.006 -0.422
C 0.623769 -4.796423 -0.919348 0.017 -0.016 -0.025 -0.419
C 0.304447 -3.346891 -0.957691 0.009 0.010 0.021 0.157
O 0.437535 -2.649451 0.028569 -0.095 -0.520 -0.789 -0.440
H -0.403286 -1.721869 -2.240099 0.028 0.007 0.016 0.461
H -0.677002 -3.153897 -4.263749 0.031 -0.015 -0.017 0.433
H 0.702995 -6.620103 -1.996683 -0.010 -0.003 -0.024 0.433
H 0.977333 -5.184635 0.027392 -0.004 0.024 0.013 0.426
C 2.029750 -5.141957 -9.741519 0.008 0.021 0.018 -0.442
C 1.126184 -4.198741 -9.490169 -0.007 0.011 -0.009 -0.327
C 0.355848 -4.192969 -8.218679 0.005 -0.098 -0.090 0.246
O -0.465920 -3.329845 -7.988787 0.023 0.049 0.011 -0.572
C 0.636281 -5.269290 -7.238208 -0.057 0.045 -0.039 -0.194
C 1.542948 -6.210389 -7.488824 0.019 0.023 -0.022 -0.385
C 2.310905 -6.224049 -8.758877 -0.020 0.018 0.014 0.321
O 3.138326 -7.077381 -8.991273 0.020 -0.011 -0.011 -0.549
H 2.603023 -5.171026 -10.659760 0.013 -0.025 0.009 0.444
H 0.908115 -3.398744 -10.187232 -0.032 -0.003 0.007 0.446
H 0.068529 -5.238357 -6.317340 0.016 -0.025 -0.046 0.594
H 1.763480 -7.003865 -6.785925 0.006 -0.007 -0.008 0.477
C 2.928921 -2.124087 -6.898507 0.011 -0.013 0.021 -0.190
C 3.860260 -1.967447 -7.834212 0.007 0.000 0.019 -0.225
C 5.189893 -1.390564 -7.506434 -0.018 -0.005 0.020 0.261
O 6.038981 -1.244286 -8.356755 0.017 0.006 -0.015 -0.543
C 5.436930 -0.999294 -6.093421 -0.015 -0.007 0.006 -0.441
C 4.504329 -1.157817 -5.158560 0.006 0.006 -0.005 -0.369
C 3.176436 -1.733925 -5.487670 0.015 -0.006 -0.011 0.144
O 2.324608 -1.883454 -4.636759 -0.009 -0.019 0.014 -0.460
H 1.952215 -2.537830 -7.108056 -0.031 0.053 0.024 0.514
H 3.701161 -2.247084 -8.868029 0.023 0.004 -0.006 0.458
H 6.412581 -0.582560 -5.878412 0.008 -0.003 -0.026 0.403
H 4.662247 -0.880178 -4.124151 -0.022 -0.007 0.007 0.429
C -2.575379 9.141157 1.961707 0.000 -0.011 0.003 -0.367
C -2.397854 7.832116 2.113043 0.004 0.013 -0.004 -0.373
C -2.800513 7.142073 3.362902 -0.002 0.016 0.000 0.363
O -2.636358 5.946846 3.500651 -0.079 0.133 -0.129 -0.501
C -3.409102 7.962809 4.438482 -0.005 0.008 0.004 -0.260
C -3.587093 9.272020 4.288757 0.004 -0.014 -0.007 -0.379
C -3.185195 9.966443 3.037329 0.004 -0.031 0.007 0.346
O -3.348541 11.157409 2.898931 -0.004 0.027 -0.004 -0.534
H -2.289897 9.668005 1.060262 -0.009 0.024 0.010 0.396
H -1.956835 7.210505 1.344364 -0.002 -0.022 0.015 0.421
H -3.693985 7.435177 5.339849 0.010 -0.019 -0.007 0.417
H -4.027836 9.892320 5.058538 0.003 0.023 -0.015 0.407

No. 4
40
Properties=species:S:1:pos:R:3:forces:R:3:mulliken_spin:R:1 method="wB97M-V/def2-TZVPD" spin_multiplicity=3 total_charge=+3 energy_ev=-61634.5607 lumo_energy_ev="-10.0627 / -13.9345" largest_force_ev_per_a=3.745 s2=2.035 e_homo_ha="-0.6490 / -0.6479" mol_weight_g_mol=761.54
Au 0.962075 -2.531353 0.625305 -0.375 0.801 -0.346 0.113
I 1.292962 -4.799637 1.691961 -0.495 -0.394 1.324 0.012
C 0.198856 -4.130881 3.566092 0.285 -1.164 1.281 -0.001
I -1.567875 -2.966522 3.473275 0.335 -0.225 -0.451 0.007
H 0.936707 -3.505293 4.130640 -0.514 -0.991 -0.660 0.000
H -0.061353 -5.133547 4.088472 0.664 1.802 -0.971 0.000
Cl -2.023459 -2.451004 -0.649897 0.464 -0.049 -0.667 0.025
C -2.392134 -0.804272 -0.258014 -1.720 -1.616 -0.193 0.026
C -3.750074 -0.601775 -0.124703 -1.047 0.533 0.081 -0.005
C -4.196580 0.538589 0.486885 0.968 2.902 -0.629 0.036
C -3.242030 1.555043 0.866746 0.261 -1.182 -0.084 0.010
C -1.889867 1.325470 0.755543 1.229 -0.812 -0.584 0.010
C -1.470872 0.134079 0.056184 1.528 0.111 1.530 0.036
P 0.217334 -0.530945 -0.231056 0.146 1.690 2.451 0.073
C 0.418494 -0.175857 -1.937839 1.950 -1.771 -0.677 0.154
C 1.078805 -1.021406 -2.822546 -2.490 2.628 0.609 0.142
C 0.989465 -0.694073 -4.175227 0.612 0.182 -2.600 0.261
C 0.415615 0.477728 -4.695298 -1.411 1.919 2.889 0.087
C -0.021760 1.407408 -3.740306 0.463 -0.658 -0.722 0.060
C 0.028522 1.085817 -2.379428 0.172 0.822 0.020 0.194
C 1.295027 0.645774 0.707707 -0.198 -0.230 -2.871 0.234
C 1.117519 0.788240 2.071231 -0.027 0.568 2.947 0.110
C 2.001148 1.563154 2.829614 -1.002 -1.093 1.789 0.021
C 3.065853 2.232151 2.253936 -0.179 0.518 1.548 0.211
C 3.189645 2.079285 0.881020 1.361 -0.450 -2.118 0.163
C 2.357657 1.337516 0.083305 -0.039 -0.176 0.874 -0.028
H -4.431169 -1.303222 -0.568688 -0.247 -0.347 0.227 0.000
H -5.208809 0.944209 0.491005 -0.113 -1.019 0.160 0.001
H -3.552243 2.521788 1.202770 -0.411 0.205 0.483 0.000
H -1.081602 1.943588 1.204483 -1.012 0.038 -0.656 0.005
H 1.488076 -1.928684 -2.604831 1.111 -2.284 1.068 0.016
H 1.420568 -1.326088 -4.943684 0.054 -0.466 0.286 -0.003
H 0.223956 0.712857 -5.701674 0.382 -0.170 -1.357 0.003
H -0.363277 2.411601 -3.869617 -0.243 0.371 -1.119 0.004
H -0.088960 1.897404 -1.660794 -0.408 -0.230 -0.041 0.013
H 0.266479 0.317502 2.580254 0.425 -0.006 -0.182 0.000
H 1.937416 1.554384 3.942150 -0.363 0.181 -1.035 0.004
H 3.754543 2.852566 2.892216 -0.641 -0.774 -0.966 -0.008
H 4.120375 2.367263 0.446568 0.362 0.820 -0.451 0.003
H 2.564960 1.211162 -0.963750 0.164 0.014 -0.186 0.009

No. 5
16
Properties=species:S:1:pos:R:3:forces:R:3:mulliken_charge:R:1 method="wB97M-V/def2-TZVPD" energy_ev=-7392.5549 lumo_energy_ev=0.8625 largest_force_ev_per_a=0.373 e_homo_ha=-0.3356 mol_weight_g_mol=86.13 relative_energy_kcal_mol=51.0
C 0.890274 -1.636855 0.369403 -0.079 0.027 -0.099 -0.831
C 0.079460 -1.250925 -0.605715 0.066 -0.154 0.063 -0.100
C -1.316530 -0.748509 -0.407000 0.097 -0.140 -0.332 -0.384
O -1.545837 -0.421015 0.945778 -0.259 0.020 0.155 -0.511
H 1.882574 -2.022361 0.157639 -0.115 0.056 0.015 0.288
H 0.589317 -1.543260 1.407986 0.027 -0.070 -0.114 0.270
H 0.389729 -1.305124 -1.648964 -0.003 -0.085 0.147 0.303
H -1.507671 0.116099 -1.063774 0.133 -0.103 0.113 0.303
H -1.983373 -1.560502 -0.737337 -0.093 0.149 0.026 0.381
H -2.470659 -0.161929 1.033617 0.177 -0.067 0.056 0.275
C 1.374434 1.482476 0.352058 -0.104 0.145 -0.070 -0.446
C 0.299055 2.057480 -0.168081 0.135 0.004 0.046 -0.528
H 1.417337 1.200073 1.399685 -0.034 0.061 -0.111 0.237
H 2.243892 1.232273 -0.249015 -0.099 0.095 0.039 0.253
H -0.578926 2.256756 0.437850 0.097 0.028 -0.045 0.231
H 0.236920 2.305327 -1.224130 0.054 0.035 0.111 0.261